# 1
{
  "formula": "C36H34Cl2F5N6O6S3Sc",
  "method": "the ωB97M-V functional and the def2-TZVPD basis",
  "symbols": ["Sc", "Cl", "Cl", "S", "S", "S", "F", "F", "F", "F", "F", "O", "O", "O", "O", "O", "O", "N", "N", "N", "N", "N", "N", "C", "C", "C", "C", "C", "C", "C", "C", "C", "C", "C", "C", "C", "C", "C", "C", "C", "C", "C", "C", "C", "C", "C", "C", "C", "C", "C", "C", "C", "C", "C", "C", "C", "C", "C", "C", "H", "H", "H", "H", "H", "H", "H", "H", "H", "H", "H", "H", "H", "H", "H", "H", "H", "H", "H", "H", "H", "H", "H", "H", "H", "H", "H", "H", "H", "H", "H", "H", "H", "H"],
  "xyz": [[-0.86368, -1.39164, 1.57839], [-3.25037, -4.47918, 0.52882], [-1.25548, -4.14306, 2.67770], [0.33655, -1.25757, -5.40511], [-0.46609, -0.23749, 3.82254], [1.89599, -2.96345, 2.28104], [-5.03320, -1.32519, 0.63450], [-7.41585, -1.70532, 1.83158], [-5.23530, -2.56420, 5.91118], [-7.54125, -2.32670, 4.48440], [-2.85001, -2.18898, 4.73301], [-2.71448, -1.52962, 2.04497], [-0.06420, -1.17603, -6.77640], [0.98691, -2.42080, -4.87378], [-0.36811, -2.79619, -0.02052], [-1.28430, -0.86306, -0.41111], [-1.97479, 2.10526, -3.68657], [2.67333, -1.34249, 4.30066], [1.05486, 0.18168, 1.19828], [4.31880, -2.21393, 3.15782], [-2.01060, 1.40800, 0.94152], [-1.01875, -1.01452, -4.52824], [-0.37787, 3.17714, -2.50045], [1.42201, 0.10626, -5.08095], [2.11769, -1.00542, -0.67659], [-1.53726, 2.48226, -2.61143], [0.95992, 1.31359, 1.98667], [-3.86362, -1.71714, 2.64801], [1.43003, 3.68736, 2.41431], [-1.47502, 1.82151, -0.20169], [1.03494, 1.38889, -5.44688], [-5.18500, -2.25140, 4.61381], [1.81751, 0.22489, 0.12365], [2.65626, -0.11723, -4.49180], [0.17059, 2.38826, 3.99141], [5.00052, -1.51700, 4.23996], [-0.94402, -0.85206, -3.07521], [0.25800, 1.24440, 3.22741], [-3.96062, -2.04866, 4.00141], [1.89869, 2.44732, -5.22137], [-6.29257, -1.81480, 2.54723], [-5.06614, -1.61435, 1.94295], [0.74133, 3.60682, 3.58955], [-3.33623, 1.38958, 1.02473], [-2.21725, 2.17037, -1.31805], [-1.77432, -5.09693, 1.27181], [3.85191, -0.69336, 4.85458], [2.29461, 2.56221, 0.40055], [-0.78313, -2.17782, -2.33674], [1.55812, 2.53583, 1.60647], [2.97061, -2.14669, 3.27797], [3.50910, 0.95384, -4.26947], [-0.81364, -1.95239, -0.85528], [3.14374, 2.24798, -4.62650], [2.44008, 1.42226, -0.31799], [-4.17220, 1.73475, -0.03115], [-6.35879, -2.13374, 3.89162], [-3.60283, 2.10471, -1.23496], [4.06588, 3.40649, -4.36380], [-3.74841, 1.05281, 1.96930], [-5.24478, 1.67266, 0.08773], [-1.61459, -2.84531, -2.58109], [2.94067, -1.12566, -4.22328], [1.61399, 3.44696, -5.53142], [3.20057, -1.15188, -0.67941], [3.02220, 1.39250, -1.23001], [0.14675, 3.37298, -3.33525], [0.07052, 1.55750, -5.90998], [1.81573, -0.86757, -1.71718], [3.85206, -0.75259, 5.94184], [2.75513, 3.49121, 0.08193], [3.89748, 0.35958, 4.56528], [0.63491, 4.47786, 4.22333], [5.10707, 3.12572, -4.52053], [-0.36549, 2.33416, 4.93012], [-1.95954, -6.10371, 1.62474], [-0.07725, 3.56207, -1.62373], [4.48115, 0.77803, -3.82244], [4.72685, -2.96530, 2.63013], [1.67211, -1.90078, -0.26520], [3.97327, 3.75002, -3.33038], [-0.97671, -5.04924, 0.54152], [-1.61589, -0.32807, -4.97460], [0.13251, -2.70256, -2.60403], [3.83754, 4.24979, -5.01428], [-0.39163, 1.79803, -0.25977], [5.42843, -2.21507, 4.96289], [1.72312, -0.96731, 4.36801], [-1.87836, -0.38163, -2.77692], [5.79817, -0.88296, 3.85546], [-0.14620, -0.15567, -2.78698], [1.89350, 4.61142, 2.09118], [-4.20588, 2.32873, -2.10543]],
  "spin_multiplicity": 1,
  "homo_lumo_gap_ha": 0.271,
  "charge": 0,
  "largest_force_ev_per_a": 1.02,
  "e_above_lowest_ev": 0.360
}

---

# 2
{
  "formula": "C36H34InN9O4SSe",
  "method": "the ωB97M-V functional and the def2-TZVPD basis",
  "symbols": ["In", "Se", "S", "O", "O", "O", "O", "N", "N", "N", "N", "N", "N", "N", "N", "N", "C", "C", "C", "C", "C", "C", "C", "C", "C", "C", "C", "C", "C", "C", "C", "C", "C", "C", "C", "C", "C", "C", "C", "C", "C", "C", "C", "C", "C", "C", "C", "C", "C", "C", "C", "C", "H", "H", "H", "H", "H", "H", "H", "H", "H", "H", "H", "H", "H", "H", "H", "H", "H", "H", "H", "H", "H", "H", "H", "H", "H", "H", "H", "H", "H", "H", "H", "H", "H", "H"],
  "xyz": [[-0.77935, 0.85115, -0.39886], [-0.69052, 3.59813, -1.79042], [-2.03242, 2.82865, 2.83023], [-2.99886, 3.80071, 3.31040], [-4.47670, -0.97100, -3.94144], [-1.77221, -2.09892, 0.88097], [-0.64660, 3.22171, 2.91668], [1.86620, 0.93783, 0.40252], [10.61517, 0.34115, -0.76295], [-1.72730, -3.09317, -3.85092], [-2.28021, 3.88253, -4.26818], [-3.45832, 1.49715, -0.42017], [-2.34169, -1.07545, -3.02675], [-2.29264, 2.22096, 1.39016], [1.78969, 0.61632, -2.60815], [-0.22222, -1.92453, -2.47836], [-2.96375, -1.48824, 1.37244], [8.04633, 0.37801, -0.95236], [-4.74985, 2.56767, 1.28694], [7.29985, -0.74951, -0.60108], [-1.25701, 0.39937, 3.87318], [-2.18972, 1.42066, 3.94202], [1.64236, 0.84793, -3.90286], [-4.56820, 1.33737, -1.13285], [1.81615, 1.39922, 1.63468], [3.09781, 1.43207, 2.25857], [-2.45631, -1.90999, 6.63891], [-3.41185, -1.51431, -3.74780], [-5.89188, 2.36163, 0.54737], [3.14815, 0.54733, -2.38529], [-3.30048, 0.28529, 5.73756], [5.25655, 0.42539, -1.12870], [-0.65890, -1.40119, 1.09401], [-2.35651, -0.73657, 5.69803], [-3.06134, -2.90840, -4.34810], [-3.21710, 1.36532, 4.87009], [-1.33762, -0.66850, 4.75294], [9.46724, 0.35728, -0.84863], [3.77074, 0.49732, -1.12809], [2.88172, 0.91296, -4.58586], [6.01074, 1.53981, -1.49618], [-3.50599, 2.12073, 0.77545], [-5.81711, 1.73830, -0.69573], [3.84361, 0.69619, -3.62730], [5.92126, -0.71683, -0.68847], [3.97969, 0.97122, 1.32107], [0.49203, -2.21616, 0.57298], [3.20759, 0.70246, 0.13435], [-1.01334, -4.34179, -3.88259], [-1.67430, 3.73698, -3.28756], [-1.39948, -1.99492, -3.10232], [7.38851, 1.52411, -1.41042], [1.01774, -2.62193, 1.44414], [-2.86647, -1.23735, 2.42939], [-0.37272, -4.42714, -3.00400], [-3.75518, -3.67381, -3.98941], [-6.69597, 1.57751, -1.30559], [7.97053, 2.39849, -1.67039], [1.18714, -1.55036, 0.05826], [3.31063, 1.77839, 3.25851], [0.88588, 1.74848, 2.06323], [-1.56471, -2.53292, 6.56789], [-3.16922, -0.57724, 0.81194], [4.91482, 0.68574, -3.76014], [-3.11008, -2.86326, -5.43922], [3.02728, 1.11529, -5.63635], [-3.77468, -2.20146, 1.22828], [0.11569, -0.99103, -2.16797], [-1.72330, -5.17063, -3.86216], [-3.31715, -2.53364, 6.38595], [-3.93380, 2.17594, 4.90442], [-2.56912, -1.58087, 7.67349], [0.52408, -2.49884, -2.83248], [-4.43262, 0.86964, -2.10295], [0.19215, -3.04067, -0.08376], [0.65438, 0.96594, -4.33203], [-4.10347, 0.24516, 6.46687], [-4.77337, 3.07285, 2.23808], [5.33892, -1.58103, -0.39555], [-0.48379, 0.43171, 3.12256], [5.49356, 2.43067, -1.82780], [-6.85158, 2.68800, 0.93465], [-0.59735, -1.45840, 4.69450], [7.81265, -1.63425, -0.24699], [-0.39314, -4.43625, -4.78086], [5.05070, 0.87580, 1.41227]],
  "spin_multiplicity": 1,
  "homo_lumo_gap_ha": 0.188,
  "charge": -2,
  "largest_force_ev_per_a": 0.97,
  "e_above_lowest_ev": 0.337
}

---

What is the formula in the second record?
C36H34InN9O4SSe

---

Which of these has the lowest charge?
C36H34InN9O4SSe